38
Properties=species:S:1:pos:R:3:lowdin_charge:R:1 method="wB97M-V/def2-TZVPD" smiles="CCCNC(=O)c1cccc(COCC(F)(F)C(F)F)c1" homo_lumo_gap_ev=10.269 energy_ev=-31249.5356 relative_energy_ev=0.019 homo_ev=-9.552
F -1.232 -3.342 4.174 0.118
F -2.262 -5.059 2.299 0.091
F -2.671 -3.409 0.962 0.096
F -1.755 -1.643 2.951 0.099
O 1.084 -2.734 2.809 -0.097
O -1.461 1.569 -0.448 0.071
N 0.189 2.771 -1.416 0.060
C -1.366 -2.945 2.886 -0.440
C -0.674 3.735 -2.055 -0.194
C -0.052 -3.117 2.100 -0.107
C 1.899 0.465 -0.924 -0.034
C 1.293 -1.328 2.926 -0.144
C 0.773 0.800 -0.181 -0.123
C 1.507 -0.672 1.586 -0.198
C -0.968 2.358 -4.155 -0.103
C 2.632 -0.995 0.834 -0.021
C 0.576 0.213 1.065 0.034
C -0.535 3.700 -3.578 -0.243
C -2.533 -3.741 2.260 -0.316
C -0.282 1.731 -0.690 -0.461
C 2.821 -0.435 -0.417 -0.064
H 2.048 0.877 -1.913 0.109
H 3.689 -0.702 -1.001 0.105
H -3.482 -3.552 2.783 0.174
H -0.362 1.551 -3.749 0.064
H 3.348 -1.699 1.231 0.121
H 2.195 -1.252 3.538 0.135
H -0.165 -2.564 1.156 0.144
H 1.181 2.867 -1.563 0.135
H 0.464 -0.851 3.458 0.123
H -0.864 2.356 -5.238 0.068
H 0.505 3.902 -3.850 0.102
H 0.070 -4.184 1.892 0.148
H -1.150 4.497 -3.998 0.105
H -1.694 3.476 -1.761 0.119
H -0.440 4.739 -1.681 0.119
H -0.320 0.460 1.615 0.127
H -2.006 2.157 -3.904 0.078

=====

37
Properties=species:S:1:pos:R:3:lowdin_charge:R:1 method="wB97M-V/def2-TZVPD" smiles="C[C@H](N)C(=O)N[C@@H](Cc1c[nH]c2ccccc12)C(=O)O" homo_lumo_gap_ev=8.404 energy_ev=-25407.7195 relative_energy_ev=1.084 homo_ev=-7.625
O -0.928 1.324 1.732 0.125
O -2.242 -2.710 -0.783 0.068
O -1.291 2.031 -0.445 0.092
N -1.999 -0.476 -1.111 0.109
N -3.903 -0.382 -2.990 0.023
N 2.823 -1.011 2.304 0.072
C 2.121 0.631 0.931 -0.135
C 2.994 2.860 0.913 -0.109
C 1.309 -0.563 0.703 -0.184
C -3.439 -1.731 -2.657 -0.356
C -2.516 -1.720 -1.416 -0.463
C -2.577 -2.310 -3.766 -0.061
C 3.841 1.263 2.548 -0.029
C 0.323 -0.702 -0.337 -0.096
C -1.122 -0.271 0.018 -0.231
C 1.852 -1.559 1.539 -0.029
C -1.193 1.154 0.409 -0.460
C 3.829 2.578 2.026 -0.085
C 3.001 0.361 1.963 -0.212
C 2.064 1.956 0.428 -0.027
H -4.175 -0.263 -3.963 0.078
H 0.644 -0.088 -1.221 0.146
H -3.064 -2.293 -4.722 0.064
H 4.500 1.096 3.404 0.110
H -1.469 -0.904 0.852 0.165
H 4.449 3.377 2.449 0.098
H 3.402 -1.497 2.966 0.147
H 1.366 2.252 -0.424 0.129
H -4.305 -2.418 -2.442 0.153
H -1.630 -1.748 -3.936 0.099
H 0.244 -1.771 -0.693 0.142
H -4.681 -0.055 -2.404 0.092
H -2.273 -3.329 -3.508 0.087
H -2.398 0.322 -1.586 0.115
H -1.009 2.268 1.959 0.140
H 1.599 -2.598 1.536 0.122
H 3.101 3.865 0.473 0.102

=====

38
Properties=species:S:1:pos:R:3:lowdin_charge:R:1 method="wB97M-V/def2-TZVPD" smiles="CCCOc1ccccc1-c1nc(SCCC(=O)O)n[nH]1" homo_lumo_gap_ev=9.042 energy_ev=-36242.5994 relative_energy_ev=0.879 homo_ev=-8.476
S 4.330 -0.813 -1.200 0.931
O 1.800 2.305 0.930 0.092
O 1.846 0.186 1.623 0.090
O -1.936 -1.280 -0.921 -0.075
N 0.633 -1.503 -1.558 0.082
N 1.898 -1.930 -1.564 0.076
N 1.834 0.272 -1.193 0.131
C -2.793 2.301 -0.853 -0.071
C -1.859 0.081 -0.951 -0.207
C 3.858 1.188 0.713 -0.164
C 0.595 -0.173 -1.324 -0.253
C -0.593 0.644 -1.197 -0.069
C 2.399 1.124 1.109 -0.583
C -1.548 2.857 -1.099 -0.079
C -2.964 -1.908 -0.172 -0.192
C -1.501 -2.085 1.883 -0.083
C -0.457 2.029 -1.270 -0.029
C 2.591 -0.835 -1.333 -0.705
C -2.848 -1.635 1.328 -0.220
C 4.471 -0.188 0.518 -0.444
C -2.947 0.929 -0.775 -0.015
H -1.347 -3.146 1.700 0.078
H 0.526 2.430 -1.456 0.116
H 3.993 -0.915 1.175 0.080
H -2.820 -2.973 -0.370 0.131
H 5.544 -0.175 0.702 0.070
H -1.431 3.928 -1.156 0.104
H 3.945 1.796 -0.187 0.116
H -2.979 -0.567 1.514 0.103
H -1.459 -1.910 2.955 0.075
H -3.928 0.521 -0.585 0.111
H 4.372 1.711 1.526 0.129
H -3.655 2.937 -0.718 0.106
H 0.865 2.254 1.184 0.123
H -0.685 -1.534 1.421 0.063
H -0.142 -2.134 -1.684 0.153
H -3.954 -1.621 -0.546 0.117
H -3.657 -2.168 1.830 0.113

=====

45
Properties=species:S:1:pos:R:3:lowdin_charge:R:1 method="wB97M-V/def2-TZVPD" homo_lumo_gap_ev=8.328 energy_ev=-60042.8561 total_charge=+2 relative_energy_ev=0.000 homo_ev=-15.521
Sn 0.306 0.530 -2.004 1.404
P 1.058 3.650 3.496 0.480
P -1.857 -0.271 0.435 0.454
O 1.633 4.195 4.867 -0.070
O -0.945 -1.043 1.332 -0.255
O -3.124 -1.278 -0.064 -0.156
O -4.148 0.215 1.744 0.222
O 0.139 2.558 3.675 -0.226
O 1.541 4.318 2.342 -0.218
O 3.339 -2.130 -0.776 0.177
O -1.401 0.611 -0.684 -0.456
N 1.141 -1.361 -0.713 -0.032
N 2.121 1.142 -0.592 -0.070
N -0.885 -1.476 -2.546 -0.058
C 0.754 -2.728 -1.271 -0.077
C 4.373 1.815 0.853 0.046
C -3.002 0.702 1.610 -0.218
C -1.988 -1.337 -3.307 -0.101
C 2.346 2.374 -0.261 -0.115
C 2.973 0.182 -0.230 -0.231
C -0.566 -2.629 -1.927 -0.303
C -1.316 -3.748 -2.162 0.015
C 3.473 2.744 0.465 -0.045
C -2.678 2.024 2.172 0.027
C -2.487 -3.615 -2.933 0.000
C 2.578 -1.214 -0.599 -0.372
C -2.806 -2.410 -3.495 -0.034
C 4.103 0.400 0.464 0.088
H -1.668 1.786 2.473 0.064
H -3.661 -2.330 -4.095 0.113
H 5.202 2.064 1.526 0.135
H -0.967 -4.642 -1.660 0.133
H -4.266 -0.542 1.108 0.147
H -2.959 -2.237 -0.023 0.108
H -2.832 2.853 1.428 0.153
H 2.282 4.891 4.660 0.109
H 1.485 -3.017 -1.976 0.124
H 0.694 -1.258 0.219 0.102
H 1.577 3.072 -0.526 0.120
H -3.368 2.226 3.003 0.125
H -3.084 -4.515 -3.242 0.152
H 0.730 -3.588 -0.493 0.184
H 3.625 3.791 0.596 0.117
H -2.184 -0.403 -3.749 0.110
H 4.720 -0.370 0.862 0.128